Formula: C19H15Br2Cl2N3O4Ti
Source: the OMol25 dataset
Level of theory: ωB97M-V/def2-TZVPD

The electronic energy is -8115.91959 Ha. As for the LUMO energy (alpha / beta): -3.63 / -4.37 eV. The largest force on an atom is 0.046 hartree/bohr. The highest occupied orbital energy (alpha / beta) comes out at -10.62 / -10.62 eV. The calculation puts the orbital gap (alpha / beta) at 6.99 / 6.26 eV.

Structure (ORCA input):
```
! wB97M-V def2-TZVPD RIJCOSX def2/J DEFGRID3
* xyz 1 2
Ti 0.588 -0.358 -0.676
C 1.293 8.146 4.417
O 1.657 6.776 4.594
C 2.612 6.272 3.786
C 3.298 7.014 2.835
C 4.282 6.397 2.070
C 4.539 5.046 2.185
C 3.854 4.307 3.160
C 2.913 4.918 3.960
N 5.575 4.555 1.287
N 5.664 3.366 0.903
C 4.604 2.390 0.935
C 4.852 1.180 1.508
C 3.940 0.101 1.423
C 2.804 0.244 0.710
O 1.850 -0.730 0.515
C 2.520 1.482 0.098
N 1.324 1.543 -0.596
C 1.012 2.668 -1.203
C 1.838 3.794 -1.173
C 3.025 3.742 -0.499
C 3.399 2.566 0.188
H 0.563 8.363 5.186
H 0.850 8.308 3.434
H 2.155 8.802 4.546
H 3.082 8.062 2.685
H 4.851 6.967 1.342
H 4.089 3.268 3.324
H 2.393 4.373 4.741
H 5.774 1.061 2.067
H 4.154 -0.845 1.906
H 0.085 2.678 -1.758
H 1.533 4.689 -1.698
H 3.680 4.600 -0.512
Br -0.874 -0.362 1.692
C -2.537 -0.154 0.722
Br -2.247 1.111 -0.695
H -3.288 0.219 1.396
H -2.780 -1.109 0.287
Cl 1.230 -3.452 -1.159
C 1.146 -2.352 -2.560
Cl 2.609 -1.282 -2.484
C -0.044 -1.357 -2.318
O -0.842 -1.608 -1.349
O 0.122 -0.144 -2.667
H 1.157 -2.921 -3.478
*
```

Löwdin charges, unit e, in atom order: atom 1 (Ti): 0.8002, atom 2 (C): -0.0586, atom 3 (O): -0.0658, atom 4 (C): -0.2835, atom 5 (C): -0.0037, atom 6 (C): -0.0223, atom 7 (C): -0.2651, atom 8 (C): -0.0157, atom 9 (C): 0.0137, atom 10 (N): 0.0865, atom 11 (N): 0.0855, atom 12 (C): -0.2195, atom 13 (C): -0.0013, atom 14 (C): 0.0394, atom 15 (C): -0.2999, atom 16 (O): -0.2818, atom 17 (C): -0.1363, atom 18 (N): 0.0038, atom 19 (C): -0.0851, atom 20 (C): -0.0052, atom 21 (C): 0.0490, atom 22 (C): -0.0705, atom 23 (H): 0.0950, atom 24 (H): 0.0982, atom 25 (H): 0.0960, atom 26 (H): 0.1069, atom 27 (H): 0.1207, atom 28 (H): 0.1081, atom 29 (H): 0.1269, atom 30 (H): 0.1302, atom 31 (H): 0.1368, atom 32 (H): 0.1041, atom 33 (H): 0.1228, atom 34 (H): 0.1224, atom 35 (Br): 0.8265, atom 36 (C): -0.9188, atom 37 (Br): 0.7620, atom 38 (H): 0.0169, atom 39 (H): 0.0149, atom 40 (Cl): 0.7050, atom 41 (C): -0.8425, atom 42 (Cl): 0.7282, atom 43 (C): -0.7519, atom 44 (O): -0.1549, atom 45 (O): -0.1010, atom 46 (H): 0.0836